Record 1
Computed, not measured: C46H45MgN3O3S as an isolated structure in a non-equilibrium geometry, with the ωB97M-V functional and the def2-TZVPD basis.

Properties
Kohn-Sham gap: 7.7 eV
Maximum force: 1.2 eV Å⁻¹
HOMO: -7.5 eV
Calculated total energy: -75328.4266 eV

Last column: Mulliken charge in e.
Atoms and positions in Å:
Mg 1.381 1.314 -0.293  1.77
S 5.383 2.389 -0.426  -0.32
C 5.408 0.683 -0.760  0.85
C 6.450 -0.226 -0.634  -0.64
C 6.205 -1.544 -0.975  -0.59
C 4.948 -1.949 -1.430  -0.73
C 3.905 -1.051 -1.545  -0.34
C 4.138 0.280 -1.199  -0.33
N 3.209 1.300 -1.245  -0.10
C 3.706 2.447 -0.871  0.54
C 2.876 3.644 -0.778  0.32
C 3.420 4.923 -0.909  -0.73
C 2.586 6.023 -0.828  -0.76
C 1.227 5.834 -0.607  -0.83
C 0.707 4.550 -0.479  0.09
C 1.504 3.407 -0.550  -0.03
H 7.417 0.088 -0.265  0.41
H 7.001 -2.272 -0.894  0.39
H 4.787 -2.987 -1.692  0.49
H 2.924 -1.353 -1.896  0.53
H 4.483 5.046 -1.088  0.42
H 2.992 7.021 -0.932  0.38
H 0.570 6.693 -0.530  0.45
H -0.363 4.451 -0.308  0.24
C -0.388 1.822 -4.958  -1.65
C -1.193 1.120 -3.899  0.15
C -2.349 0.421 -4.215  -0.87
C -3.028 -0.326 -3.258  0.77
C -4.297 -1.052 -3.611  -1.82
C -2.516 -0.388 -1.969  -0.24
C -1.386 0.337 -1.622  -0.11
C -0.743 1.096 -2.586  -0.09
N -0.814 0.201 -0.272  0.87
C -1.667 0.807 0.847  2.19
C -2.706 1.765 0.225  -1.65
C -3.579 2.401 1.313  0.33
C -4.307 1.297 2.085  -1.40
C -3.278 0.370 2.734  -0.04
C -2.396 1.170 3.696  -1.18
C -1.701 2.284 2.912  0.12
C -2.729 3.217 2.284  -1.40
C -0.835 1.653 1.819  -0.23
C -2.399 -0.271 1.653  -0.71
H -0.985 2.023 -5.846  0.40
H 0.451 1.187 -5.256  0.30
H 0.027 2.760 -4.588  0.36
H -2.717 0.433 -5.236  0.41
H -4.215 -1.542 -4.581  0.41
H -5.128 -0.345 -3.665  0.32
H -4.541 -1.810 -2.867  0.35
H -2.998 -1.032 -1.243  0.16
H 0.152 1.655 -2.328  0.13
H -3.369 1.241 -0.458  0.44
H -2.186 2.540 -0.346  0.16
H -4.312 3.051 0.827  0.28
H -4.953 0.726 1.410  0.56
H -4.943 1.744 2.855  0.59
H -3.794 -0.425 3.281  0.38
H -1.643 0.515 4.146  0.30
H -3.001 1.586 4.506  0.56
H -1.045 2.847 3.581  0.56
H -2.223 4.031 1.756  0.45
H -3.367 3.663 3.052  0.59
H -0.117 1.024 2.317  -1.14
H -0.307 2.445 1.277  -0.32
H -3.018 -0.885 0.993  0.45
H -1.658 -0.906 2.143  -0.48
C 1.718 -6.147 -1.653  -1.02
O 1.409 -5.008 -0.879  -0.39
C 0.107 -4.829 -0.505  1.05
C -0.930 -5.666 -0.866  -0.55
C -2.235 -5.383 -0.466  -0.96
C -2.482 -4.269 0.309  -1.06
C -1.434 -3.439 0.695  0.08
C -0.131 -3.691 0.294  -0.14
N 0.965 -2.939 0.689  -0.03
C 1.009 -1.490 0.821  0.10
C 1.112 -1.002 2.238  -0.26
C 0.708 -1.726 3.345  0.00
C 1.005 -1.271 4.623  -1.04
C 1.750 -0.109 4.779  -0.68
C 2.186 0.613 3.679  -0.56
C 1.860 0.193 2.384  -0.82
O 2.169 0.898 1.314  -0.16
H 1.131 -6.182 -2.574  0.40
H 1.555 -7.066 -1.084  0.37
H 2.772 -6.061 -1.905  0.24
H -0.740 -6.545 -1.466  0.43
H -3.042 -6.037 -0.768  0.38
H -3.488 -4.041 0.639  0.47
H -1.633 -2.588 1.325  0.44
H 1.803 -3.300 0.264  0.45
H 1.994 -1.216 0.422  0.46
H 0.177 -2.662 3.210  0.48
H 0.683 -1.835 5.489  0.42
H 1.987 0.240 5.777  0.40
H 2.763 1.523 3.798  0.53
O 0.454 -1.281 -1.402  -0.74
C 0.138 -0.845 -0.300  0.95

Record 2
Computed, not measured: C46H45N15PPbS2 as an isolated structure, with the ωB97M-V functional and the def2-TZVPD basis.

Properties
Kohn-Sham gap: 7.4 eV
Total charge: +3
Maximum force: 0.2 eV Å⁻¹
HOMO: -14.4 eV
Calculated total energy: -106973.5207 eV

Last column: Mulliken charge in e.
Atoms and positions in Å:
Pb -0.684 -0.105 -0.266  0.82
N 0.615 0.936 -2.342  0.23
C 1.006 0.033 -3.382  -0.11
C 1.274 0.468 -4.651  -0.67
C 1.635 -0.434 -5.676  -1.00
C 1.747 -1.766 -5.408  -0.91
C 1.473 -2.250 -4.107  0.67
C 1.569 -3.622 -3.776  -0.95
C 1.259 -4.038 -2.513  -1.28
C 0.828 -3.076 -1.581  -0.66
N 0.737 -1.794 -1.842  1.57
C 1.073 -1.356 -3.089  0.60
H 0.391 1.846 -2.733  0.25
H 1.377 1.082 -1.673  -0.17
H 1.224 1.528 -4.872  0.50
H 1.838 -0.054 -6.667  0.47
H 2.041 -2.467 -6.178  0.50
H 1.886 -4.326 -4.535  0.52
H 1.321 -5.078 -2.227  0.55
H 0.534 -3.386 -0.583  0.25
C -5.611 -0.113 -1.618  -0.67
N -5.154 -0.477 -0.283  0.32
C -5.747 -1.422 0.531  -0.83
C -5.078 -1.419 1.699  -0.45
N -4.069 -0.471 1.590  0.68
C -4.119 0.105 0.352  0.12
S -3.187 1.368 -0.293  -0.38
C -3.211 -0.104 2.665  -0.11
C -3.724 -0.032 3.953  -0.86
C -2.852 0.305 4.973  -0.73
C -1.523 0.572 4.668  -1.01
C -1.123 0.488 3.348  -0.59
N -1.949 0.142 2.357  0.89
H -6.434 -0.771 -1.883  0.31
H -4.795 -0.227 -2.328  0.24
H -5.948 0.922 -1.626  0.38
H -6.598 -1.997 0.212  0.51
H -5.214 -2.010 2.586  0.60
H -4.775 -0.193 4.148  0.65
H -3.213 0.382 5.989  0.47
H -0.824 0.872 5.436  0.56
H -0.107 0.726 3.050  0.58
N 3.134 2.932 0.583  0.16
C 1.867 3.325 1.025  0.67
C 1.812 4.586 1.642  -1.03
C 0.603 5.059 2.088  -0.54
C -0.532 4.269 1.913  -1.50
C -0.373 3.048 1.303  -0.39
N 0.801 2.555 0.862  0.39
C 3.619 1.842 -0.116  0.68
C 4.927 1.968 -0.627  -1.07
C 5.488 0.912 -1.299  -0.87
C 4.745 -0.261 -1.458  -1.32
C 3.475 -0.285 -0.934  -0.87
N 2.895 0.734 -0.270  0.64
H 3.816 3.668 0.678  0.19
H 2.712 5.176 1.754  0.48
H 0.540 6.031 2.557  0.46
H -1.511 4.598 2.231  0.55
H -1.240 2.417 1.146  0.71
H 5.471 2.895 -0.502  0.57
H 6.488 0.996 -1.702  0.49
H 5.143 -1.119 -1.981  0.60
H 2.863 -1.175 -1.029  1.01
S -5.597 -5.995 -2.879  0.20
N -5.046 -4.683 -3.632  -0.66
C -4.263 -4.047 -2.771  0.67
C -3.555 -2.808 -3.029  0.91
C -3.632 -2.132 -4.250  -0.74
C -2.958 -0.940 -4.390  -1.33
C -2.223 -0.459 -3.308  -0.75
N -2.122 -1.103 -2.154  1.15
C -2.777 -2.264 -2.002  -0.84
C -2.671 -2.942 -0.701  -0.63
N -1.899 -2.374 0.236  1.18
C -1.788 -2.958 1.420  -0.79
C -2.431 -4.148 1.747  -1.29
C -3.228 -4.746 0.794  -0.64
C -3.359 -4.137 -0.455  0.57
C -4.174 -4.688 -1.519  0.62
N -4.890 -5.803 -1.444  -0.68
H -4.225 -2.551 -5.052  0.61
H -2.994 -0.375 -5.310  0.56
H -1.710 0.491 -3.374  0.56
H -1.161 -2.447 2.144  0.41
H -2.305 -4.585 2.727  0.56
H -3.753 -5.672 0.989  0.60
C 3.785 -1.133 5.202  -0.85
N 3.329 -2.525 4.716  0.09
C 4.513 -3.171 3.974  -0.81
N 4.960 -2.334 2.924  0.19
C 5.359 -1.029 3.442  -0.94
N 4.256 -0.351 4.117  0.18
C 3.193 0.045 3.190  -1.18
P 2.405 -1.386 2.308  1.20
C 2.118 -2.425 3.830  -1.26
C 4.001 -2.220 1.827  -1.17
H 4.578 -1.319 5.927  0.39
H 2.927 -0.676 5.695  0.38
H 3.106 -3.096 5.533  0.34
H 4.165 -4.137 3.609  0.38
H 5.292 -3.312 4.724  0.39
H 5.711 -0.409 2.620  0.38
H 6.177 -1.166 4.151  0.30
H 3.611 0.715 2.436  0.38
H 2.434 0.616 3.730  0.52
H 1.834 -3.440 3.546  0.47
H 1.310 -1.999 4.428  0.56
H 4.463 -1.640 1.028  0.48
H 3.791 -3.211 1.417  0.50

Record 3
Computed, not measured: C46H46BBrClHgN13O3S as an isolated structure, with the ωB97M-V functional and the def2-TZVPD basis.

Properties
Spin multiplicity: 2
<S²>: 0.78
Kohn-Sham gap (alpha / beta): 5.4 / 5.4 eV
Total charge: -1
Maximum force: 0.5 eV Å⁻¹
HOMO (alpha / beta): -3.5 / -3.5 eV
Calculated total energy: -172217.6616 eV

Last column: Mulliken spin population.
Atoms and positions in Å:
Hg -0.239 1.337 -1.025  0.01
N 3.569 3.167 1.632  0.00
C 2.207 3.009 1.404  0.00
S 1.481 1.532 1.908  0.00
N 1.613 4.059 0.925  0.00
N 0.417 3.964 0.330  0.00
C -0.539 4.721 0.739  0.00
C -0.441 5.533 1.985  0.00
C -0.681 6.905 1.974  0.00
C -0.537 7.662 3.129  0.00
C -0.150 7.051 4.313  0.00
C 0.090 5.682 4.334  0.00
C -0.052 4.928 3.180  0.00
C -1.802 4.694 -0.029  0.00
C -3.011 5.071 0.571  0.00
C -4.185 4.965 -0.150  0.00
C -4.139 4.488 -1.452  0.00
C -2.895 4.153 -1.969  0.00
N -1.760 4.262 -1.293  0.00
H 3.926 2.587 2.373  0.00
H 3.881 4.126 1.632  0.00
H -0.978 7.382 1.047  0.00
H -0.717 8.730 3.102  0.00
H -0.036 7.638 5.216  0.00
H 0.401 5.200 5.253  0.00
H 0.146 3.860 3.193  0.00
H -3.019 5.426 1.593  0.00
H -5.129 5.249 0.301  0.00
H -5.032 4.386 -2.053  0.00
H -2.805 3.774 -2.983  0.00
N -3.951 -1.905 -1.742  0.02
C -3.846 -0.573 -1.877  -0.02
N -2.838 -0.275 -2.657  0.03
C -2.323 -1.498 -2.978  0.02
N -2.980 -2.521 -2.447  0.08
C -1.100 -1.664 -3.746  0.23
C -0.488 -2.894 -3.883  -0.10
N 0.753 -3.092 -4.316  0.32
C 1.478 -1.945 -4.488  0.02
C 0.954 -0.704 -4.405  0.16
N -0.413 -0.525 -4.181  0.18
H -4.590 -2.446 -1.183  0.00
H -4.511 0.126 -1.396  0.00
H -1.060 -3.768 -3.593  0.00
H 2.538 -2.065 -4.668  0.00
H 1.535 0.197 -4.523  0.01
C 4.420 -5.885 -0.416  0.00
C 3.302 -5.748 0.628  0.00
C 3.970 -5.784 2.011  0.00
C 2.388 -6.973 0.498  0.00
C 2.502 -4.420 0.359  0.00
O 2.326 -4.263 -1.047  0.00
C 1.074 -4.384 0.952  0.00
C 0.786 -4.538 2.455  0.00
C 1.025 -3.326 3.321  0.00
C 0.247 -2.184 3.162  0.00
C 0.444 -1.058 3.943  0.00
C 1.431 -1.081 4.915  0.00
Cl 1.678 0.309 5.926  0.00
C 2.222 -2.200 5.097  0.00
C 2.016 -3.315 4.297  0.00
C 3.358 -3.202 0.790  0.00
N 3.224 -2.056 -0.085  0.00
C 2.144 -1.403 -0.529  -0.01
N 2.491 -0.408 -1.307  0.01
C 3.842 -0.478 -1.296  0.00
N 4.338 -1.458 -0.569  0.00
H 5.039 -6.749 -0.166  0.00
H 5.063 -5.005 -0.444  0.00
H 4.019 -6.024 -1.418  0.00
H 4.458 -6.752 2.141  0.00
H 3.269 -5.661 2.831  0.00
H 4.738 -5.018 2.112  0.00
H 2.992 -7.881 0.547  0.00
H 1.862 -6.989 -0.460  0.00
H 1.647 -7.023 1.295  0.00
H 1.744 -4.957 -1.374  0.00
H 0.501 -5.158 0.436  0.00
H 0.646 -3.435 0.621  0.00
H 1.325 -5.385 2.875  0.00
H -0.276 -4.794 2.526  0.00
H -0.532 -2.170 2.410  0.00
H -0.141 -0.163 3.783  0.00
H 2.994 -2.196 5.854  0.00
H 2.638 -4.191 4.443  0.00
H 4.414 -3.446 0.743  0.00
H 3.121 -2.912 1.815  0.00
H 1.130 -1.672 -0.292  0.01
H 4.477 0.219 -1.817  0.00
Br -4.109 -3.113 1.737  0.00
C -3.568 -1.301 1.937  0.00
C -4.297 -0.436 2.733  0.00
C -3.852 0.873 2.835  0.00
C -2.704 1.245 2.147  0.00
N -2.014 0.399 1.392  0.00
C -2.436 -0.850 1.276  -0.01
H -5.182 -0.776 3.254  0.00
H -4.387 1.590 3.442  0.00
H -2.310 2.254 2.201  0.00
H -1.860 -1.505 0.628  0.00
O -2.320 0.944 -4.949  0.01
B -1.004 0.728 -4.549  -0.01
O -0.224 1.869 -4.731  0.01
C -1.093 2.818 -5.193  0.00
C -0.840 4.129 -5.516  0.00
C -1.919 4.877 -5.992  0.00
C -3.182 4.316 -6.133  0.00
C -3.425 2.982 -5.801  0.00
C -2.357 2.257 -5.329  0.00
H 0.145 4.555 -5.389  0.00
H -1.763 5.914 -6.255  0.00
H -3.995 4.924 -6.506  0.00
H -4.403 2.533 -5.905  0.00

Record 4
Computed, not measured: C46H46N3OP2Pt as an isolated structure, with the ωB97M-V functional and the def2-TZVPD basis.

Properties
Spin multiplicity: 3
<S²>: 2.01
Kohn-Sham gap (alpha / beta): 8.1 / 5.9 eV
Total charge: +3
Maximum force: 0.6 eV Å⁻¹
HOMO (alpha / beta): -15.5 / -15.7 eV
Calculated total energy: -76767.7817 eV

Last column: Mulliken spin population.
Atoms and positions in Å:
Pt 0.242 -1.064 -1.171  0.86
O -0.159 0.312 1.495  0.04
C 1.035 0.772 2.008  0.01
C 1.067 1.432 3.227  0.00
C 2.276 1.883 3.736  0.00
C 3.451 1.690 3.021  0.00
C 3.402 1.080 1.779  -0.01
C 2.190 0.629 1.237  0.01
P 2.190 -0.007 -0.456  0.31
C 3.596 -1.104 -0.652  0.05
C 4.044 -1.353 -1.956  0.03
C 5.074 -2.254 -2.170  -0.01
C 5.655 -2.914 -1.094  0.04
C 5.212 -2.672 0.201  -0.01
C 4.179 -1.777 0.425  0.03
C 2.479 1.371 -1.600  -0.08
C 1.734 1.467 -2.773  0.16
C 2.036 2.431 -3.724  0.03
C 3.089 3.309 -3.507  0.00
C 3.827 3.232 -2.332  0.00
C 3.529 2.265 -1.384  0.00
C -0.863 -0.715 2.109  0.04
C -0.673 -1.122 3.416  0.00
C -1.485 -2.123 3.934  0.01
C -2.467 -2.720 3.159  0.00
C -2.632 -2.319 1.843  0.01
C -1.828 -1.316 1.299  -0.07
P -1.978 -0.782 -0.417  0.34
C -2.937 -1.982 -1.367  0.02
C -2.389 -2.606 -2.488  0.02
C -3.141 -3.496 -3.242  0.01
C -4.451 -3.768 -2.876  0.00
C -5.019 -3.128 -1.781  0.01
C -4.275 -2.222 -1.042  0.01
C -2.988 0.706 -0.441  -0.01
C -3.409 1.314 0.740  0.03
C -4.328 2.356 0.686  -0.01
C -4.823 2.788 -0.537  0.02
C -4.393 2.190 -1.719  0.00
C -3.477 1.153 -1.673  0.04
H 0.147 1.589 3.775  0.00
H 2.300 2.374 4.700  0.00
H 4.398 2.018 3.425  0.00
H 4.320 0.947 1.223  0.00
H 3.607 -0.829 -2.798  -0.01
H 5.430 -2.435 -3.175  0.00
H 6.458 -3.619 -1.264  0.00
H 5.676 -3.177 1.037  0.00
H 3.850 -1.587 1.439  0.00
H 0.908 0.784 -2.956  -0.05
H 1.461 2.486 -4.640  0.00
H 3.349 4.039 -4.262  0.00
H 4.649 3.914 -2.162  0.00
H 4.126 2.215 -0.485  0.00
H 0.094 -0.686 4.037  0.00
H -1.345 -2.431 4.961  0.00
H -3.091 -3.501 3.569  0.00
H -3.372 -2.810 1.230  0.00
H -1.378 -2.374 -2.816  -0.02
H -2.715 -3.956 -4.123  0.00
H -5.041 -4.461 -3.460  0.00
H -6.047 -3.325 -1.510  0.00
H -4.747 -1.689 -0.225  0.00
H -3.049 0.962 1.699  0.00
H -4.677 2.810 1.605  0.00
H -5.562 3.577 -0.570  0.00
H -4.794 2.515 -2.670  0.00
H -3.170 0.667 -2.593  0.01
N -0.748 5.751 -0.160  0.00
C 0.063 5.106 0.937  0.00
C 0.783 3.889 0.366  0.01
N -0.102 2.937 -0.287  -0.03
C -0.924 3.578 -1.296  0.01
C -1.716 4.768 -0.773  0.00
H -0.111 6.084 -0.889  0.00
H -1.241 6.573 0.193  0.00
H -0.644 4.828 1.718  0.00
H 0.752 5.855 1.325  0.00
H 1.323 3.401 1.178  0.00
H 1.533 4.216 -0.363  0.00
H -0.649 2.406 0.383  0.01
H -1.624 2.863 -1.721  0.01
H -0.267 3.909 -2.110  0.00
H -2.405 4.470 0.018  0.00
H -2.270 5.286 -1.554  0.00
N 0.492 -3.200 -0.885  0.16
C 0.325 -3.835 0.413  -0.03
C -0.616 -4.843 0.533  0.02
C -0.730 -5.522 1.738  -0.01
C 0.088 -5.183 2.807  0.02
C 1.008 -4.150 2.678  -0.01
C 1.126 -3.465 1.478  0.00
H -0.097 -3.670 -1.569  -0.01
H 1.459 -3.289 -1.202  -0.01
H -1.236 -5.123 -0.312  0.00
H -1.444 -6.328 1.832  0.00
H 0.012 -5.727 3.738  0.00
H 1.640 -3.880 3.513  0.00
H 1.843 -2.660 1.367  0.02